Record 1
The following is a DFT calculation (wB97M-V/def2-TZVPD) of a structure of composition C3H2IN2 at a distorted geometry.

Summary:
max |F|	3.35	eV Å⁻¹
Kohn-Sham gap	0.25205	Eh
energy relative to the best compared isomer or geometry (same formula, charge and spin)	189.5	kJ/mol
total charge	+1
lowest unoccupied orbital energy	-7.79	eV
HOMO	-0.5383	Eh

XYZ file:
```
8
Properties=species:S:1:pos:R:3:forces:R:3:mulliken_charge:R:1
C 0.5750 -1.4509 -0.0317 -2.1 1.3 -1.4 0.52
C -0.4310 0.2273 -0.4651 -0.3 2.6 -1.4 -0.31
C 0.7541 0.4287 0.6779 -1.4 0.1 -0.6 0.08
N -0.3658 -1.2655 -0.7602 0.6 -1.4 -0.1 -0.20
N 1.2535 -0.7769 0.7916 2.3 0.9 2.3 -0.23
I -2.5645 0.7148 -0.0089 1.6 -0.3 0.0 0.35
H -0.2818 0.7680 -1.5477 0.0 -1.2 2.8 0.44
H 1.0607 1.3544 1.3441 -0.6 -2.0 -1.7 0.35
```
Positions in Å, forces in eV/Å.



Record 2
The following is a DFT calculation (wB97M-V/def2-TZVPD) of a structure of composition C2FI2O2 at a distorted geometry.

Summary:
max |F|	5.00	eV Å⁻¹
Kohn-Sham gap	0.24074	Eh
energy relative to the best compared isomer or geometry (same formula, charge and spin)	64.9	kJ/mol
total charge	-1
lowest unoccupied orbital energy	3.09	eV
HOMO	-0.1270	Eh

XYZ file:
```
7
Properties=species:S:1:pos:R:3:forces:R:3:mulliken_charge:R:1
C -0.9588 0.1176 -0.7229 0.2 -0.3 0.6 0.71
C 1.2933 -0.0808 0.6386 -1.0 0.6 0.8 -0.39
O -0.4638 0.5195 -1.6468 2.4 1.8 -4.0 -0.32
O -1.6555 -0.2868 0.0662 -2.7 -1.6 3.4 -0.36
F 1.5568 -0.0231 2.0069 0.1 -0.4 -0.6 -0.21
I 2.1700 -1.9508 -0.1541 0.5 -0.4 0.0 -0.22
I 2.4353 1.6719 -0.1250 0.5 0.3 -0.2 -0.22
```
Positions in Å, forces in eV/Å.



Record 3
The following is a DFT calculation (wB97M-V/def2-TZVPD) of a cluster of 14 separate species, C4H36N2O15 in total at a distorted geometry.

Summary:
max |F|	5.85	eV Å⁻¹
Kohn-Sham gap	0.34130	Eh
energy relative to the best compared isomer or geometry (same formula, charge and spin)	920.8	kJ/mol
total charge	0
lowest unoccupied orbital energy	0.08	eV
HOMO	-0.3384	Eh

XYZ file:
```
57
Properties=species:S:1:pos:R:3:forces:R:3:mulliken_charge:R:1
C -0.3373 0.5109 -0.3698 0.5 -2.7 0.1 0.46
N -1.6134 1.1405 0.0558 0.8 2.8 1.6 0.39
C -2.8679 0.9138 -0.4190 -2.1 -1.7 -0.3 0.05
O -3.1597 0.0150 -1.2484 1.0 2.5 1.3 -0.51
C 0.5472 0.0485 0.9627 1.2 5.5 -1.5 1.13
N -0.1059 -0.8118 1.8274 -1.3 -0.5 2.9 0.23
C 0.1831 -2.2026 1.8105 1.0 -1.0 0.9 -0.53
O -0.5391 -2.6928 0.6952 0.4 -3.4 0.3 -0.63
H -0.6149 -0.4979 -0.8633 0.3 1.9 0.3 -0.70
H 0.3218 1.0927 -1.0993 -1.1 -0.3 1.0 0.27
H -1.5465 2.0232 0.7211 0.2 -2.5 -1.8 0.23
H -3.7607 1.5102 0.1956 2.5 -1.2 -1.7 0.13
H 0.5626 1.0840 1.5290 0.7 -2.3 -1.8 -0.62
H 1.7121 -0.1536 0.7017 -4.0 -0.4 0.5 -0.84
H -1.1197 -0.4870 2.0846 3.0 -1.0 -0.9 -0.08
H 1.3378 -2.5675 1.7752 -2.3 1.7 -0.6 0.22
H -0.0601 -2.7838 2.8040 -0.6 1.3 -2.0 0.27
H -0.8311 -2.1042 0.0100 0.8 1.5 -0.1 0.57
H 2.4770 4.0479 -0.6098 1.1 -1.3 -0.5 0.29
H 3.0295 2.7275 -1.3574 -0.1 0.1 -0.1 0.31
O 3.2072 3.3703 -0.6623 -0.9 1.5 0.4 -0.59
H -2.7652 -0.7996 1.2482 1.4 0.7 0.0 0.23
H -3.8673 -1.5996 1.0089 -0.8 0.8 0.2 0.35
O -3.6877 -0.7191 1.4216 -1.1 -1.9 0.0 -0.62
H 1.3907 -0.4641 -3.1818 -3.2 2.4 1.0 0.26
H 1.6719 -1.3732 -4.3472 -1.0 -0.5 -1.7 0.29
O 1.9876 -1.0199 -3.5529 4.0 -2.3 0.3 -0.57
H 0.2404 1.7367 2.9690 3.9 -4.1 1.4 0.31
H -1.0485 2.2129 3.3090 -1.7 -0.2 1.0 0.24
O -0.3112 2.3906 2.7640 -2.6 4.5 -1.6 -0.49
H 1.0018 3.5057 0.7682 -0.5 0.2 0.8 0.30
H -0.2666 4.4050 1.2405 0.0 0.1 1.5 0.27
O 0.2058 4.0070 0.5372 0.7 -0.4 -2.5 -0.64
H 2.3147 0.7628 -2.1378 -0.4 -1.3 -1.0 0.38
H 3.9850 0.4723 -2.6302 -3.0 0.3 0.5 0.27
O 3.2359 0.9338 -2.1372 3.6 1.3 0.7 -0.65
H 2.9538 0.1380 0.7505 1.3 0.4 -0.1 0.46
H 4.2957 0.2262 -0.1609 -1.7 -0.2 3.4 0.26
O 3.9238 0.1469 0.8355 1.6 0.0 -3.3 -0.77
H 0.2265 -4.0858 -0.6906 -0.5 1.8 1.1 0.39
H 0.9844 -4.2363 -2.0881 -1.0 -0.5 1.9 0.32
O 0.5740 -4.6986 -1.2938 1.6 -1.3 -3.0 -0.68
H 2.5685 3.0278 2.4436 0.9 -2.1 -1.3 0.27
H 3.6458 1.9640 1.7313 -1.1 0.5 0.2 0.28
O 2.6934 2.1667 1.9114 -0.2 1.8 1.5 -0.56
H -3.4842 0.0838 3.6087 0.2 -0.3 -0.4 0.30
H -2.0240 -0.4822 3.4523 -1.0 0.5 0.6 0.37
O -2.5530 0.3277 3.5928 1.0 0.1 0.4 -0.62
H -0.4888 1.8782 -3.9569 -0.2 -0.7 0.0 0.31
H -0.8689 0.3736 -3.8619 -2.1 -1.3 1.1 0.32
O -0.2626 0.9673 -4.2112 2.2 2.0 -0.9 -0.63
H -3.0399 -3.3187 -1.0131 -1.7 0.3 0.9 0.23
H -2.0641 -3.0442 -0.0543 0.5 -0.2 1.5 0.36
O -3.0067 -2.9166 -0.1215 -0.4 -1.1 -1.6 -0.58
H -1.7367 -1.6630 -2.4340 -1.7 2.7 -0.5 0.23
H -1.9845 -3.0702 -2.0345 1.6 0.9 -0.9 0.25
O -1.2618 -2.4185 -2.2285 0.6 -3.3 0.7 -0.47
```
Positions in Å, forces in eV/Å.



Record 4
The following is a DFT calculation (wB97M-V/def2-TZVPD) of a structure of composition C34H96ClF6O26S2Sn2 at a distorted geometry.

Summary:
max |F|	4.64	eV Å⁻¹
Kohn-Sham gap	0.17861	Eh
total charge	+1
lowest unoccupied orbital energy	-5.88	eV
HOMO	-0.3946	Eh

XYZ file:
```
167
Properties=species:S:1:pos:R:3:forces:R:3:mulliken_charge:R:1
Sn -14.6013 -20.8597 -19.8076 0.4 0.6 1.5 1.43
Sn -7.7427 -20.1155 -18.9234 -2.3 -0.4 1.2 1.53
C -18.6432 -17.5176 -17.3401 -0.2 -1.6 -1.0 0.54
F -17.8588 -16.6123 -17.9776 -0.2 -0.1 1.1 -0.23
F -18.3686 -17.6128 -15.9959 0.1 0.4 -1.9 -0.22
F -19.9138 -17.1313 -17.4837 0.6 0.0 0.4 -0.20
S -18.4192 -19.2264 -18.3558 -3.5 0.3 -0.5 1.11
O -19.0932 -18.9936 -19.6584 1.5 0.0 2.2 -0.68
O -16.9772 -19.3814 -18.4395 2.3 -0.2 -0.5 -0.52
O -19.0670 -20.2166 -17.5090 0.6 0.7 -0.3 -0.66
C -11.4489 -21.5094 -15.1181 -0.2 -0.6 -1.2 -0.18
F -10.4153 -22.2336 -14.6621 -0.2 1.0 -0.2 -0.11
F -12.5450 -22.1062 -14.7012 -0.4 0.2 0.3 -0.07
F -11.4243 -20.2369 -14.6678 0.3 -1.1 -0.3 0.02
S -11.4641 -21.5758 -17.0529 0.0 0.4 -1.5 0.13
O -10.2835 -20.7555 -17.3904 -0.2 0.0 0.2 -0.09
O -11.3395 -22.9630 -17.5032 0.1 0.8 1.2 -1.04
O -12.7713 -21.0216 -17.4847 1.0 0.1 0.5 -0.09
Cl -10.4740 -21.3683 -21.7130 -1.0 -0.5 -1.0 1.70
O -9.6796 -20.3401 -22.2105 1.9 3.2 -2.1 -0.67
O -11.6345 -21.5825 -22.6083 1.2 -0.1 1.4 -0.81
O -9.6203 -22.4791 -21.5704 -0.1 -2.2 0.2 -0.64
O -10.8918 -20.9031 -20.4306 -1.6 -0.2 2.2 -0.64
C -8.4144 -22.9296 -8.2847 0.0 0.0 1.3 -1.46
C -8.9182 -21.7807 -9.1532 0.5 -1.0 0.4 0.45
O -9.9940 -22.1884 -9.9551 -0.1 -0.8 -0.6 -0.24
H -7.4815 -22.6071 -7.8223 0.2 0.1 -0.1 0.38
H -8.2080 -23.8851 -8.7671 -0.1 0.3 -0.6 0.34
H -9.0217 -23.1977 -7.4202 -0.5 0.2 -0.1 0.36
H -8.0115 -21.5507 -9.7128 -0.2 0.6 -0.6 -0.21
H -9.2559 -20.9168 -8.5808 0.4 0.1 0.3 0.24
H -9.9814 -21.6685 -10.7621 -0.2 0.3 0.3 0.17
C -14.6330 -25.8398 -19.4731 -0.2 0.5 -0.6 -1.60
C -13.5222 -25.1034 -18.7157 -0.5 -0.1 -0.4 1.05
O -13.2143 -23.8125 -19.3305 -0.9 -0.4 -0.2 -0.27
H -14.3959 -26.1737 -20.4833 0.6 0.0 0.1 0.39
H -15.4556 -25.1445 -19.6401 -0.1 0.3 0.2 0.38
H -15.0903 -26.6901 -18.9671 0.5 0.0 0.4 0.30
H -12.5743 -25.6401 -18.6789 -0.1 -0.3 0.0 -0.46
H -13.8736 -24.9630 -17.6935 0.1 0.2 0.1 -0.01
H -12.5372 -23.4627 -18.7468 0.3 0.4 0.1 0.16
C -13.1914 -18.6089 -24.3615 -0.7 0.2 0.9 -1.21
C -13.2786 -18.1954 -22.8944 0.4 0.4 -0.1 -0.26
O -13.1884 -19.3423 -22.0792 -0.6 -0.7 1.1 0.02
H -13.0930 -17.7524 -25.0284 -0.1 -0.1 0.0 0.37
H -14.1431 -19.1260 -24.4848 0.2 -0.2 -0.8 0.29
H -12.3585 -19.2961 -24.5102 0.0 0.0 0.0 0.36
H -14.2354 -17.7559 -22.6123 0.1 0.4 -0.4 0.43
H -12.4588 -17.5387 -22.6035 0.0 0.4 -0.1 0.11
H -12.4365 -19.8421 -22.4053 0.3 -0.8 0.1 -0.03
C -12.1317 -19.3602 -9.7494 -1.2 0.5 0.8 -1.20
C -11.8881 -19.1088 -11.2431 0.1 -0.7 2.2 -0.11
O -10.8329 -20.0125 -11.4580 1.1 -1.0 -1.6 -0.35
H -12.8952 -18.7102 -9.3219 0.1 0.4 0.0 0.40
H -11.2752 -19.3618 -9.0752 0.4 0.6 -0.5 0.23
H -12.5364 -20.3537 -9.5562 -0.1 -0.2 -0.6 0.30
H -11.5047 -18.1203 -11.4961 -0.5 0.3 0.1 0.26
H -12.8092 -19.3816 -11.7579 0.2 0.2 -0.4 0.25
H -10.9869 -20.5447 -12.2420 -0.1 0.2 -0.2 0.17
C -5.6668 -21.7599 -11.7490 0.9 1.6 -1.0 -1.25
C -5.5051 -20.1556 -11.9097 -0.8 -2.7 3.7 -0.03
O -4.6956 -19.8179 -12.9379 0.6 0.4 -3.8 -0.50
H -6.3718 -22.2376 -12.4292 -0.2 0.5 0.0 0.15
H -5.8944 -22.1278 -10.7485 0.2 0.5 0.1 0.42
H -4.6836 -22.1044 -12.0694 0.1 -0.4 0.3 0.41
H -4.8504 -19.7959 -11.1159 -1.1 -0.3 1.5 0.52
H -6.5007 -19.7161 -11.8484 0.0 0.4 -0.4 0.04
H -4.7109 -18.8591 -12.9830 0.4 -0.1 -0.1 0.28
C -7.2640 -22.6082 -14.7774 0.7 -0.8 0.1 -0.80
C -6.1940 -21.7166 -15.4202 0.5 -0.8 0.9 -0.07
O -6.8086 -20.5640 -15.8616 -1.7 2.3 -2.2 -0.20
H -6.7925 -23.3686 -14.1548 0.2 -0.2 -0.1 0.55
H -7.8624 -23.1621 -15.5007 0.0 0.2 -0.2 -0.07
H -7.9427 -22.1083 -14.0864 0.2 0.5 -0.3 0.15
H -5.6725 -22.1488 -16.2742 -0.2 -0.6 0.1 0.07
H -5.4104 -21.3810 -14.7410 0.0 -0.5 0.5 0.20
H -6.3039 -19.7701 -15.6701 0.1 0.0 0.4 0.11
C -8.7539 -18.5090 -13.6093 0.0 0.9 0.7 0.33
C -7.6208 -17.4708 -13.4626 -2.0 -0.5 2.1 -0.65
O -6.6918 -17.8054 -14.3813 2.7 -1.0 -3.0 -0.47
H -8.3250 -19.4772 -13.3511 0.0 -0.1 -0.4 -0.22
H -9.2299 -18.5206 -14.5899 0.2 0.0 0.0 0.09
H -9.5149 -18.3430 -12.8468 -0.1 0.2 -0.1 0.02
H -7.2178 -17.6615 -12.4680 0.0 0.4 0.3 0.42
H -7.8578 -16.4121 -13.5676 -0.6 0.0 0.2 0.26
H -5.7928 -17.5603 -14.1502 -0.1 0.3 0.0 0.17
C -8.4426 -15.3378 -16.3886 -0.4 -0.1 0.9 -0.99
C -7.6898 -16.1745 -17.3628 1.7 0.2 1.3 -0.17
O -7.8144 -17.5520 -16.9617 -1.0 -1.1 -2.4 0.02
H -8.0595 -15.5309 -15.3866 0.2 0.3 0.0 0.13
H -9.4586 -15.7273 -16.3236 -0.3 0.5 -0.3 0.19
H -8.3697 -14.2684 -16.5865 -0.3 -0.1 -0.1 0.43
H -6.6209 -16.0057 -17.2319 0.2 0.6 -0.3 0.32
H -7.9308 -15.8549 -18.3766 -0.3 -1.3 -0.2 0.26
H -7.4341 -17.6937 -16.0917 0.4 0.4 0.6 -0.07
C -15.8142 -21.3244 -15.5102 0.0 0.1 0.5 -0.64
C -15.5462 -22.7161 -16.0389 0.3 0.6 0.7 0.01
O -15.8611 -22.7419 -17.3946 0.1 -0.2 -2.3 -0.24
H -15.1921 -20.5198 -15.9023 0.4 -0.5 -0.5 -0.27
H -15.5931 -21.3150 -14.4429 -0.6 0.1 0.2 0.40
H -16.8244 -21.0294 -15.7940 -0.2 0.0 0.6 0.30
H -16.1834 -23.4810 -15.5948 0.2 0.2 0.7 0.66
H -14.4995 -22.9870 -15.9009 0.0 -0.2 -0.1 -0.29
H -16.7100 -23.1849 -17.4631 -0.1 0.2 -0.4 0.21
C -14.1519 -17.8714 -16.5502 0.4 -0.3 -1.8 -0.10
C -14.0358 -17.1573 -17.9195 -1.7 1.1 1.4 -0.61
O -13.9649 -17.9864 -19.0808 0.7 -1.0 0.0 -0.01
H -14.4153 -17.1853 -15.7452 0.2 0.1 -0.2 0.52
H -13.1992 -18.3752 -16.3866 -0.1 -0.1 0.5 -0.17
H -14.9520 -18.6044 -16.6532 0.0 0.0 0.2 -0.31
H -13.2633 -16.3884 -17.9261 0.4 -0.3 -0.1 0.29
H -14.9706 -16.6160 -18.0654 -0.1 0.3 0.3 0.48
H -14.2499 -17.3684 -19.7580 0.0 -0.4 -0.5 0.10
C -5.7990 -24.5530 -17.8257 0.5 -0.4 0.3 -0.43
C -6.1029 -23.8187 -19.0889 0.6 1.0 0.3 -0.54
O -7.3479 -23.1653 -18.9538 0.4 1.8 -0.4 0.27
H -6.7063 -24.9702 -17.3887 0.2 -0.9 -0.3 -0.23
H -5.4352 -23.9241 -17.0132 0.1 0.3 -0.3 0.16
H -4.9732 -25.2140 -18.0890 -0.3 -0.7 0.6 0.43
H -6.1027 -24.4009 -20.0104 0.1 -0.3 0.2 0.42
H -5.3031 -23.0824 -19.1683 -0.1 0.4 -0.5 0.43
H -7.9633 -23.8893 -18.8173 -1.5 -0.1 0.3 -0.13
C -13.6146 -25.5601 -12.5052 0.4 -1.6 -1.0 -1.21
C -12.1423 -25.2231 -12.2433 -1.2 0.5 1.0 0.39
O -12.2806 -24.4228 -11.0577 0.5 0.4 -0.2 -0.51
H -13.7115 -26.1185 -13.4363 0.0 0.2 -0.4 0.32
H -14.3064 -24.7186 -12.5439 0.5 0.2 0.1 0.28
H -13.9931 -26.2996 -11.7994 0.1 0.3 0.5 0.37
H -11.6500 -24.7392 -13.0868 -0.2 0.6 0.0 -0.13
H -11.4918 -26.0682 -12.0179 -0.3 -0.5 0.0 0.27
H -11.5584 -23.8015 -10.9397 0.4 -0.1 0.1 0.25
C -10.8159 -15.8661 -19.7344 0.8 -0.2 -0.5 -1.14
C -10.5039 -17.2474 -20.2689 -0.2 -0.7 0.6 0.15
O -9.9310 -18.0524 -19.2362 1.5 -0.7 0.6 0.14
H -11.2721 -15.8376 -18.7449 -0.6 -0.2 -0.3 0.14
H -11.3674 -15.3797 -20.5389 -0.2 0.5 0.4 0.39
H -9.8558 -15.3726 -19.5833 0.0 0.3 -0.2 0.29
H -9.7518 -17.1972 -21.0562 -0.3 0.0 -0.1 0.44
H -11.3661 -17.8388 -20.5771 -0.2 0.5 -0.6 -0.24
H -10.6341 -18.2994 -18.6310 -0.1 -0.3 0.2 -0.12
C -9.3043 -28.7662 -15.3865 1.0 -1.3 0.0 -1.18
C -8.7617 -27.4054 -15.3387 -1.3 1.9 0.7 -0.15
O -9.7825 -26.5121 -15.8810 0.9 -0.3 0.1 -0.22
H -8.6728 -29.3387 -14.7071 0.0 -0.5 0.0 0.46
H -9.1629 -29.1888 -16.3812 -0.7 -0.2 0.0 0.25
H -10.3110 -28.7884 -14.9691 -0.1 -0.1 -0.5 0.22
H -7.7888 -27.2268 -15.7965 0.0 -0.3 -0.3 0.32
H -8.6729 -27.1791 -14.2761 0.3 0.5 0.1 0.25
H -9.3297 -25.8674 -16.4296 -0.2 0.3 -0.3 -0.11
C -8.5406 -26.2904 -19.9457 -0.7 -0.3 -0.3 -1.37
C -9.7878 -25.8072 -19.2162 0.0 0.4 -1.0 0.23
O -9.4822 -24.8045 -18.2929 1.1 0.3 1.3 0.67
H -7.9404 -25.4843 -20.3677 -0.3 0.2 0.0 0.17
H -8.9710 -26.8428 -20.7810 0.5 -0.2 -0.2 0.43
H -7.8645 -26.9506 -19.4024 -0.3 0.0 0.3 0.31
H -10.3784 -26.5965 -18.7512 0.2 -0.3 0.0 -0.14
H -10.4323 -25.2618 -19.9056 -0.2 -0.7 -0.8 0.41
H -10.2847 -24.2922 -18.1701 0.0 0.5 0.5 0.00
C -12.5949 -28.5342 -17.5023 1.3 -1.7 0.6 -0.86
C -13.7181 -29.4640 -16.9575 0.3 1.5 -1.2 -0.55
O -14.8626 -28.6746 -16.7091 -0.7 0.1 0.2 -0.49
H -12.2774 -27.6815 -16.9022 -0.7 0.1 0.2 0.18
H -12.5122 -28.2888 -18.5611 -1.1 0.1 -0.1 0.41
H -11.7166 -29.1747 -17.4218 0.4 -0.2 0.1 0.38
H -13.4324 -29.9989 -16.0517 0.4 0.1 0.0 0.29
H -14.0124 -30.1766 -17.7280 0.5 -0.3 -0.1 0.35
H -15.5907 -29.2903 -16.8208 -0.4 0.3 0.2 0.29
```
Positions in Å, forces in eV/Å.